No. 1
Density functional theory data (wB97M-V/def2-TZVPD) for a cluster of 2 separate species, C8H8N4O4 in total.

Geometry as XYZ:
```
24
Properties=species:S:1:pos:R:3:forces:R:3
O -1.285595 3.744810 -0.619868 0.1 -0.4 -0.5
C -1.872666 2.709608 -0.382569 -1.0 2.3 2.4
C -2.842568 2.603438 0.758377 -1.1 0.5 0.7
C -3.341768 1.399788 1.068224 -0.2 0.0 0.9
N -3.008220 0.262344 0.339654 -3.4 -2.3 0.5
C -2.371019 0.344715 -0.887327 1.2 1.0 1.8
O -2.129334 -0.532714 -1.651768 -0.7 -1.4 -0.9
N -1.678571 1.544424 -1.013811 -0.1 -1.2 -1.1
H -3.246256 3.477216 1.362106 1.2 -1.0 -1.1
H -3.997780 1.179279 1.967976 0.8 0.5 -1.4
H -3.783126 -0.505623 0.483640 2.6 1.7 -0.8
H -1.036053 1.482631 -1.777506 0.4 0.4 -0.5
O 1.487337 -2.309669 -1.865077 1.6 -1.9 1.0
C 1.803132 -1.943104 -0.728925 -3.9 3.2 -4.2
C 0.894509 -0.873663 -0.274475 -0.4 1.6 2.6
C 1.341475 -0.200801 0.817022 -0.8 -1.5 -1.3
N 2.611438 -0.484803 1.361246 -1.0 0.8 5.8
C 3.307896 -1.654150 1.152270 1.5 -1.4 0.3
O 4.190778 -2.208348 1.835140 -2.3 2.0 -1.1
N 2.942115 -2.167395 -0.065019 0.7 -1.6 0.2
H -0.132594 -0.594026 -0.711276 2.2 -1.2 0.4
H 0.690993 0.434055 1.414965 0.6 0.4 -0.3
H 2.481510 -0.368790 2.465719 1.2 0.1 -3.1
H 3.336528 -3.054333 -0.283110 0.8 -0.6 -0.3
```
Positions in Å, forces in eV/Å.

## Properties
Strongest force on any atom   6.5 eV Å⁻¹
Energy   -829.65532 Ha
Structure (SMILES)   O=c1cc[nH]c(=O)[nH]1.O=c1cc[nH]c(=O)[nH]1

Results of the natural (NBO) charge analysis, in e, for atoms 1 through 5: number 1, O, carries -0.57; number 2, C, carries 0.64; number 3, C, carries -0.37; number 4, C, carries 0.03; number 5, N, carries -0.63



No. 2
Density functional theory data (wB97M-V/def2-TZVPD) for a cluster of 8 separate species, C8H32N16O8 in total.

Geometry as XYZ:
```
64
Properties=species:S:1:pos:R:3:forces:R:3
N 3.101405 -0.125850 -0.850597 -0.7 -0.4 1.1
C 4.322273 -0.142650 -1.436613 1.0 -0.1 -0.7
N 4.733824 0.968065 -2.105662 -0.3 0.9 -0.2
O 5.064060 -1.101426 -1.487688 0.4 -1.7 0.6
H 2.866208 -0.862358 -0.142383 0.5 0.5 -1.0
H 2.923903 0.789568 -0.477868 -0.6 0.7 0.1
H 4.216581 1.849733 -2.054695 0.6 -0.5 -0.2
H 5.643773 0.832915 -2.564247 -1.0 0.6 0.4
N -3.753591 1.647506 -3.686457 0.1 0.4 -0.5
C -3.924446 0.573678 -4.507121 0.3 -0.6 0.9
N -4.567978 -0.502443 -3.966714 -0.4 0.9 0.2
O -3.475359 0.562505 -5.625280 0.7 -0.1 -1.5
H -3.948311 1.586389 -2.715765 0.0 0.0 0.8
H -3.015668 2.265420 -3.993979 -0.3 0.0 0.2
H -4.472542 -1.395836 -4.369724 0.2 -0.6 -0.7
H -4.785249 -0.491171 -3.004477 -0.2 0.0 0.9
N 4.605243 -2.421795 1.425453 -0.9 0.6 0.5
C 3.390502 -2.187598 2.057184 -0.2 -0.7 -0.4
N 3.454808 -2.205756 3.440182 0.0 -0.9 0.2
O 2.338239 -2.030857 1.426934 0.4 0.6 0.3
H 4.731111 -1.998407 0.496603 0.0 -0.4 0.3
H 5.334084 -2.266595 2.095954 0.7 0.1 -0.4
H 4.112212 -2.921028 3.801296 -0.6 0.9 -0.2
H 2.555161 -2.227740 3.960353 0.6 -0.1 -0.4
N 0.386081 1.855215 0.959835 -0.7 -1.0 1.0
C 1.716340 1.939320 1.166620 0.1 1.5 -2.0
N 2.257292 1.591604 2.362374 0.4 -1.9 0.8
O 2.415546 2.436312 0.286074 0.7 0.2 -0.2
H 0.045171 1.875773 0.003529 0.4 0.0 0.2
H 0.005152 1.116961 1.529176 -0.9 0.0 -0.1
H 1.890220 0.706287 2.761493 0.2 1.0 -0.2
H 3.260789 1.476964 2.195282 -0.4 0.2 0.4
N -0.092808 -1.369272 -0.428636 -0.6 0.4 -0.7
C -1.261810 -0.889192 0.115098 0.9 2.5 -0.8
N -1.925153 0.104056 -0.626099 0.7 -2.1 1.6
O -1.551675 -1.175042 1.266302 -1.1 -0.5 0.5
H 0.479158 -0.744611 -1.016357 -0.5 -0.7 0.3
H 0.320310 -2.030880 0.198635 0.7 0.0 0.0
H -1.519154 0.398204 -1.480153 0.3 0.3 -0.9
H -2.644795 0.631043 -0.167866 -0.2 0.0 -0.1
N -3.369067 3.214695 1.108690 -1.3 -0.3 -0.2
C -4.441267 2.425870 0.643508 0.4 -0.5 1.2
N -5.562620 2.365140 1.469471 1.9 2.1 0.8
O -4.307294 1.686153 -0.329025 -0.4 1.0 0.2
H -3.352419 3.673229 2.022679 -0.3 -0.3 -0.8
H -2.797594 3.590372 0.368668 0.2 -0.1 0.3
H -6.344957 1.867751 1.184408 -1.2 -1.2 -0.9
H -5.794859 3.149248 2.092577 0.5 -0.6 -0.6
N -0.557557 -2.448694 3.843395 0.0 0.0 0.1
C -0.089371 -2.324361 5.103537 2.3 -0.1 0.9
N -1.016873 -2.083656 6.086636 -1.7 0.4 -1.1
O 1.132130 -2.406480 5.398276 -1.8 0.0 -0.8
H -1.473722 -2.190805 3.574869 -1.0 0.2 0.1
H 0.037724 -2.366732 3.050740 0.9 0.0 -0.2
H -0.920409 -2.462988 6.997473 0.7 -0.2 0.5
H -1.998226 -2.003587 5.804181 0.7 -0.2 0.1
N 1.847842 -0.200131 -3.802780 -1.7 0.3 1.6
C 0.495989 0.091570 -3.735254 1.7 1.8 -0.3
N -0.162247 0.223693 -4.933268 -2.7 0.0 -0.4
O 0.077573 0.543803 -2.666829 -0.7 -0.3 -0.2
H 2.300346 0.004148 -2.897342 0.0 -0.7 -1.0
H 2.280959 -0.590263 -4.596777 0.6 -0.3 -0.6
H -1.180163 0.575559 -4.948582 2.2 -0.9 0.4
H -0.034818 -0.450541 -5.679220 0.4 0.2 0.3
```
Positions in Å, forces in eV/Å.

## Properties
Strongest force on any atom   3.0 eV Å⁻¹
Energy   -1802.39506 Ha
Structure (SMILES)   NC(N)=O.NC(N)=O.NC(N)=O.NC(N)=O.NC(N)=O.NC(N)=O.NC(N)=O.NC(N)=O

Results of the natural (NBO) charge analysis, in e, for atoms 1 through 5: number 1, N, carries -0.90; number 2, C, carries 0.77; number 3, N, carries -0.86; number 4, O, carries -0.69; number 5, H, carries 0.43



No. 3
Density functional theory data (wB97M-V/def2-TZVPD) for a structure of composition C14H14N3O11PS2.

Geometry as XYZ:
```
45
Properties=species:S:1:pos:R:3:forces:R:3
O -2.602776 1.372506 3.111450 0.8 0.2 -0.8
O 0.359823 -6.523275 2.033514 1.3 2.0 0.7
O -1.262272 -4.758194 2.694563 1.5 1.0 -1.4
O 2.640398 -1.706846 -3.854730 -1.0 -1.1 2.9
O 4.026153 -0.691412 -2.197238 -0.9 0.8 2.5
N 0.243241 -0.089198 -0.081186 -2.2 -3.8 0.3
N 1.294796 -0.686926 -0.340422 2.3 3.2 -1.7
N 0.997813 2.037785 -0.667945 0.6 -1.2 0.3
O -0.126478 5.348468 -0.126524 -0.3 1.8 0.0
O -4.624190 2.581382 3.286256 -0.7 1.8 -2.1
O -3.717594 1.776536 0.893661 0.9 1.1 0.2
O -2.624512 3.817584 2.253261 -1.8 -0.7 0.0
O -1.308233 -6.014670 0.589365 0.9 0.4 -1.3
O 4.569196 -2.739874 -2.982278 0.5 -0.7 1.6
C 0.054771 1.248759 -0.124703 -1.2 4.1 -0.5
C 0.898734 3.313225 -0.779788 -1.3 1.4 1.0
C 1.486011 -4.892959 -0.321337 1.2 -1.0 0.8
C 0.666984 -2.774927 0.562112 -0.3 -2.1 0.7
C 2.328115 -4.199338 -1.181186 -1.5 2.3 0.1
C 1.457496 -2.056102 -0.418076 -2.9 -1.3 2.5
C -0.244146 4.027425 -0.229269 -0.5 -1.2 1.6
C -1.229694 1.914915 0.199968 -0.6 -1.1 0.5
C -1.350282 3.330510 0.328913 1.1 0.4 -2.3
C 0.750773 -4.211315 0.688142 -0.6 1.7 -1.6
C 2.283985 -2.776784 -1.283457 0.7 0.0 0.3
C 1.932995 4.124994 -1.480890 -0.6 -1.9 -0.5
C -2.542207 1.100228 0.314481 1.0 -2.2 0.7
C -2.567801 4.166217 0.892823 0.2 0.0 -2.1
P -3.360609 2.381548 2.342750 1.6 -2.2 3.1
S -0.352761 -5.292437 1.712483 -1.2 -4.3 -0.1
S 3.296072 -1.877153 -2.547244 0.2 1.5 -5.4
H -0.826552 5.847086 0.383118 1.0 -1.4 -0.8
H -4.649214 1.671966 3.556425 -0.6 -1.1 1.1
H -0.735472 -6.753166 0.181795 -1.3 1.6 1.1
H 5.200265 -1.991986 -2.756132 0.0 -1.4 -0.4
H 1.617963 -6.012581 -0.397278 -0.6 1.4 0.5
H -0.062374 -2.230787 1.237372 1.2 -0.5 -1.0
H 2.882211 -4.703629 -1.909827 0.9 -0.9 -0.8
H 2.779049 3.483186 -1.681332 0.2 -0.2 -0.2
H 1.401785 4.310390 -2.419375 0.7 1.1 -0.1
H 2.266453 4.905112 -0.849742 0.0 1.4 0.0
H -2.330899 0.136235 0.924226 -0.5 1.7 -1.0
H -2.843603 0.796669 -0.704155 0.0 0.3 0.5
H -3.589547 4.029792 0.420573 1.4 -0.4 0.1
H -2.483865 5.261042 0.726864 0.6 -0.6 0.7
```
Positions in Å, forces in eV/Å.

## Properties
Strongest force on any atom   5.6 eV Å⁻¹
Energy   -2671.39820 Ha

Results of the natural (NBO) charge analysis, in e, for atoms 1 through 5: number 1, O, carries -1.13; number 2, O, carries -0.94; number 3, O, carries -0.85; number 4, O, carries -0.89; number 5, O, carries -0.93



No. 4
Density functional theory data (wB97M-V/def2-TZVPD) for a structure of composition C52H39EuO2P2S3.

Geometry as XYZ:
```
99
Properties=species:S:1:pos:R:3:forces:R:3
Eu 12.203629 20.120344 10.830020 -1.2 0.2 0.2
O 13.656050 20.330357 13.084967 1.2 0.5 1.6
C 15.006075 20.629101 12.872792 0.0 -1.3 -2.0
C 15.672507 21.655960 13.526324 -1.9 0.3 0.7
C 16.885739 22.134611 13.060750 0.1 -0.5 0.8
C 17.442416 21.419397 12.018735 1.0 0.5 -0.8
C 16.785299 20.380525 11.341666 1.3 -0.1 0.5
C 15.575384 19.862009 11.767806 -0.8 1.5 1.5
P 14.818075 18.487942 10.851603 -1.1 -0.4 0.0
C 16.096795 17.244797 10.490768 0.7 -0.3 -0.9
C 15.871379 15.947774 10.954076 -0.7 2.0 1.1
C 16.726770 14.984806 10.571723 1.1 -2.1 -0.3
C 17.766457 15.195951 9.671162 -0.9 -1.0 0.0
C 17.943324 16.463809 9.114818 -0.9 -1.7 1.4
C 17.124671 17.478376 9.524644 -1.1 1.1 1.8
C 14.298863 19.061017 9.243490 0.7 -0.1 0.6
C 13.958240 20.410322 8.892489 0.9 1.1 -0.8
C 13.209331 20.601228 7.723900 0.3 -1.0 1.1
C 12.682551 19.501223 7.029941 -1.0 1.1 -0.6
C 12.940635 18.183297 7.425056 0.1 -0.8 -0.6
C 13.789553 17.942887 8.493815 0.1 -0.1 -0.5
C 13.368881 19.567180 14.216858 -0.9 0.3 -0.1
C 14.322650 18.779217 14.864149 0.9 0.7 0.1
C 13.897430 17.833960 15.782772 -2.3 0.0 -0.2
C 12.503386 17.645521 16.024071 0.3 0.7 -0.3
C 11.597186 18.539216 15.428826 0.7 -0.1 -0.4
C 12.004660 19.587196 14.573268 1.0 -1.9 1.1
P 10.939980 20.795857 13.815213 -0.7 0.8 -1.9
C 9.212346 20.400513 14.200171 -1.3 0.1 0.8
C 8.459359 21.008666 15.261762 1.6 -1.1 -1.0
C 7.204578 20.556344 15.540963 -1.4 0.0 0.3
C 6.619597 19.544865 14.800012 0.3 -0.9 0.0
C 7.352719 18.912386 13.785227 -2.2 -1.1 0.5
C 8.569093 19.412087 13.404780 1.3 0.9 -0.1
C 11.284406 22.320909 14.746865 0.5 -0.3 -0.2
C 11.808095 22.278217 16.004995 0.6 -0.4 1.8
C 12.121218 23.472585 16.721213 -1.2 -0.9 0.0
C 11.840239 24.691498 16.163677 0.6 0.9 -2.8
C 11.462168 24.719328 14.750787 0.0 0.5 1.4
C 11.177869 23.559460 14.097130 -0.4 -0.9 -0.4
H 15.184105 22.164465 14.395357 0.2 -0.6 -0.9
H 17.312799 22.966398 13.652860 0.2 -0.6 -0.9
H 18.464065 21.626372 11.666733 -0.6 0.2 0.1
H 17.395804 19.925815 10.567555 -0.4 -0.1 0.0
H 15.095692 15.746205 11.704660 0.2 0.1 -0.6
H 16.554226 13.995903 10.980301 0.2 -0.2 -0.1
H 18.283555 14.262737 9.363962 0.1 1.1 0.0
H 18.696362 16.507412 8.422052 1.7 0.9 -1.7
H 17.272953 18.535823 9.304110 0.0 -0.5 -0.8
H 14.386979 21.367607 9.399203 -0.7 -2.0 -0.6
H 12.985833 21.605920 7.439897 -0.2 0.4 -0.3
H 11.955474 19.769744 6.231170 0.7 -0.7 0.5
H 12.517750 17.331992 6.814769 0.5 1.0 0.9
H 14.172504 16.915671 8.720715 -0.7 1.0 -0.1
H 15.422032 18.998811 14.741581 -1.4 -0.6 -0.2
H 14.585864 17.150237 16.198633 0.8 -0.4 0.6
H 12.080533 16.866420 16.688316 0.7 0.4 -0.6
H 10.540805 18.346477 15.473632 -0.4 0.1 0.5
H 8.854403 21.755492 15.918162 0.6 0.4 0.0
H 6.653171 20.956663 16.394502 0.1 0.1 -0.3
H 5.619149 19.193556 15.065607 0.4 0.0 -0.1
H 6.893212 17.958974 13.378177 0.7 1.5 -0.1
H 9.007472 19.143730 12.435757 0.2 -0.4 0.5
H 11.990996 21.281460 16.488942 -0.2 1.1 -0.4
H 12.362226 23.403021 17.771583 0.4 0.0 0.0
H 12.112779 25.651656 16.626855 -0.4 -0.6 0.1
H 11.340313 25.616334 14.135680 0.2 0.1 0.7
H 10.861875 23.515315 13.057438 0.1 0.4 0.0
S 9.691210 19.424406 9.834958 1.0 -0.4 -0.3
C 8.951891 20.926832 10.335837 -2.3 -1.7 -0.3
C 7.535731 20.737686 10.509738 0.0 1.7 0.5
C 6.693764 21.793772 10.922712 1.2 -0.8 0.1
C 7.347592 23.007643 11.280774 0.0 -1.0 0.0
C 8.754214 23.123929 11.138134 -3.1 1.3 0.7
C 9.540316 22.160124 10.561926 0.3 0.1 0.2
S 11.159074 22.657405 10.196421 1.3 0.0 -0.2
H 7.091193 19.750470 10.354451 0.4 0.3 -0.1
H 5.621080 21.507443 11.034084 0.8 0.9 0.0
H 6.772476 23.817471 11.728386 0.2 0.0 -0.2
H 9.162897 24.078216 11.464599 0.2 -0.2 -0.3
C 14.120868 10.408234 9.103754 1.5 0.1 0.9
C 13.469259 11.031857 10.323620 0.5 -0.6 0.4
O 14.157596 11.302956 11.288311 -1.5 0.1 -1.1
S 11.616254 11.250280 10.109805 1.2 -1.7 0.0
C 11.442648 12.807495 10.784072 -1.2 0.2 -0.8
C 10.810003 13.793731 9.993635 0.8 -0.3 -0.1
C 11.158449 15.074734 10.197032 -0.8 2.2 0.4
C 12.029817 15.445419 11.290288 0.1 3.9 -2.7
C 12.402851 14.475390 12.171142 0.7 -1.1 1.4
C 12.107387 13.142503 11.907319 0.1 1.9 1.1
C 12.571596 16.807600 11.309358 -1.3 -4.0 0.4
C 13.408080 17.690817 11.579422 2.1 2.6 0.5
H 15.218944 10.254077 9.392108 -1.5 0.4 -0.7
H 13.968074 11.129677 8.303425 0.3 -0.1 -0.3
H 13.728690 9.445193 8.806629 -0.5 -0.1 0.0
H 10.169582 13.479214 9.196055 -0.2 0.0 -0.4
H 10.702167 15.922411 9.631323 0.5 -0.9 0.3
H 13.005549 14.758319 13.024114 -0.1 -0.1 0.2
H 12.356139 12.421225 12.618674 0.7 -1.1 0.8
```
Positions in Å, forces in eV/Å.

## Properties
Strongest force on any atom   4.7 eV Å⁻¹
Net charge   -1
Energy   -4742.78703 Ha
2S+1   8

Results of the Löwdin charge analysis, in e, for atoms 1 through 5: number 1, Eu, carries 1.20; number 2, O, carries -0.18; number 3, C, carries -0.25; number 4, C, carries -0.02; number 5, C, carries -0.08